Computed, not measured: 6 unconnected molecules or ions with the total composition C13H25F12N6O11S4 in a non-equilibrium geometry, with ωB97M-V/def2-TZVPD.

Cartesian coordinates (Å):
1 N 10.657 -13.368 26.032
2 H 11.363 -12.929 26.646
3 H 10.467 -14.303 26.416
4 H 11.014 -13.342 25.047
5 H 9.779 -12.784 26.139
6 C 8.964 -10.879 28.956
7 F 10.131 -11.514 29.024
8 F 8.051 -11.653 29.507
9 F 9.073 -9.705 29.583
10 S 8.604 -10.592 27.104
11 O 7.586 -9.572 26.983
12 O 9.868 -10.202 26.532
13 N 8.322 -12.169 26.556
14 S 6.767 -12.137 26.367
15 O 6.019 -12.001 27.611
16 O 6.319 -11.375 25.219
17 C 6.402 -13.951 25.819
18 F 6.816 -14.197 24.580
19 F 6.951 -14.823 26.674
20 F 5.085 -14.076 25.820
21 C 11.801 -16.505 23.606
22 F 12.990 -16.301 24.130
23 F 11.906 -17.532 22.757
24 F 10.919 -16.828 24.550
25 S 11.127 -15.057 22.581
26 O 11.589 -15.276 21.233
27 O 9.676 -15.112 22.741
28 N 11.647 -13.701 23.434
29 S 12.580 -12.943 22.456
30 O 13.714 -13.731 21.981
31 O 11.877 -12.164 21.445
32 C 13.264 -11.696 23.747
33 F 12.302 -10.966 24.310
34 F 13.902 -12.353 24.717
35 F 14.108 -10.859 23.146
36 C 6.767 -14.209 20.289
37 C 7.383 -12.880 20.704
38 O 7.010 -11.821 20.222
39 N 8.235 -13.007 21.742
40 C 8.744 -11.833 22.431
41 H 5.694 -14.213 20.458
42 H 7.232 -15.040 20.822
43 H 7.079 -14.360 19.254
44 H 8.524 -13.933 22.045
45 H 7.963 -11.085 22.546
46 H 9.491 -11.339 21.807
47 H 9.164 -12.109 23.393
48 C 14.464 -10.817 27.742
49 C 13.540 -11.919 28.286
50 O 12.617 -12.378 27.628
51 N 13.901 -12.442 29.470
52 C 13.244 -13.595 30.058
53 H 15.476 -10.911 28.130
54 H 14.089 -9.851 28.093
55 H 14.342 -10.713 26.669
56 H 14.760 -12.098 29.862
57 H 12.531 -13.170 30.766
58 H 14.027 -14.156 30.568
59 H 12.739 -14.243 29.347
60 C 10.607 -17.706 28.126
61 C 9.818 -16.433 28.023
62 O 9.813 -15.856 26.936
63 N 9.348 -15.924 29.173
64 C 8.775 -14.580 29.244
65 H 10.457 -18.357 27.267
66 H 10.259 -18.268 28.998
67 H 11.673 -17.517 28.243
68 H 9.440 -16.484 30.002
69 H 8.943 -14.276 30.277
70 H 7.701 -14.620 29.069
71 H 9.272 -13.940 28.521

Atomic forces in eV per Å
N 0.2 1.0 0.3
H -0.1 -0.1 -0.4
H -0.2 -0.1 -0.6
H -0.4 -0.4 0.6
H 0.6 -0.8 -0.4
C -0.1 0.3 -1.5
F 0.4 -0.1 0.2
F -0.2 0.2 0.5
F -0.2 -0.4 0.0
S 1.6 1.1 -0.9
O 0.2 -1.5 0.7
O 0.2 -0.6 0.6
N 0.0 3.0 1.5
S -4.1 -1.7 -1.3
O 0.7 -0.2 -0.8
O 0.4 -0.6 0.8
C 0.6 1.5 0.2
F 0.4 -0.1 0.2
F -0.2 -0.1 -0.2
F -0.4 -0.3 0.3
C -0.7 -0.1 -0.9
F 0.2 0.4 0.4
F -0.1 -0.1 0.1
F 0.4 0.1 0.0
S -2.1 0.3 0.3
O 0.2 0.3 1.2
O 1.6 -0.6 0.6
N -1.1 -3.0 -1.1
S 2.4 2.2 -2.2
O -0.7 1.1 0.9
O 0.7 -0.4 1.2
C -0.6 -0.4 -0.9
F -0.1 -0.2 0.0
F 0.2 0.0 0.0
F 0.2 -0.1 0.0
C 1.2 -0.2 -0.4
C -0.7 -0.6 1.0
O 0.3 0.1 -0.1
N -0.2 0.5 0.0
C 0.2 0.3 -0.8
H 0.0 0.1 -0.3
H -0.2 0.0 0.2
H -0.7 0.0 -0.2
H -0.1 0.6 -0.1
H -0.3 -0.2 0.3
H 0.3 -0.1 0.2
H 0.0 0.0 0.0
C -1.2 0.4 0.7
C 0.8 0.0 -1.2
O 0.1 0.3 0.5
N 0.2 0.0 -0.5
C 0.3 0.7 0.7
H 0.1 -0.1 -0.4
H 0.0 -0.1 0.3
H 0.4 -0.5 -0.1
H -0.1 -0.1 0.2
H -0.2 -0.7 0.2
H -0.3 -0.2 0.2
H 0.1 0.3 -0.3
C -0.6 -1.0 0.8
C 1.4 0.2 -0.9
O -0.6 0.2 0.7
N -0.1 0.1 -0.6
C -0.1 -0.9 0.7
H 0.0 0.3 -0.2
H 0.2 -0.1 0.1
H 0.0 0.2 -0.1
H -0.1 0.1 0.0
H 0.0 0.5 -0.2
H 0.1 0.3 -0.2
H -0.1 0.1 0.1

Properties
Charge ... -1
Gap between HOMO and LUMO ... 7.792 eV

Computed, not measured: a molecular structure, C47H53GeN11O2SSi2Ti in a non-equilibrium geometry, with ωB97M-V/def2-TZVPD.

Cartesian coordinates (Å):
1 Ti -0.590 -1.481 2.164
2 C 1.737 1.365 1.709
3 Si 2.564 -0.142 2.496
4 C 3.534 -1.028 1.128
5 C 3.886 0.657 3.612
6 C 1.414 -1.271 3.367
7 C 0.588 -0.590 4.386
8 C 0.973 -0.064 5.608
9 C 0.046 0.580 6.427
10 C -1.270 0.654 5.989
11 C -1.613 0.099 4.773
12 N -0.714 -0.499 3.962
13 Si 2.127 -2.905 3.829
14 C 3.993 -2.899 4.222
15 C 1.376 -3.600 5.418
16 C 1.966 -4.167 2.420
17 H 2.416 1.825 0.980
18 H 1.506 2.119 2.471
19 H 0.813 1.104 1.188
20 H 3.753 -0.328 0.316
21 H 2.958 -1.855 0.713
22 H 4.489 -1.417 1.491
23 H 4.586 1.232 2.996
24 H 4.459 -0.082 4.176
25 H 3.421 1.346 4.323
26 H 2.009 -0.169 5.907
27 H 0.341 0.999 7.381
28 H -2.041 1.117 6.594
29 H -2.640 0.091 4.428
30 H 4.204 -2.298 5.111
31 H 4.617 -2.532 3.407
32 H 4.298 -3.930 4.437
33 H 0.498 -3.045 5.743
34 H 2.124 -3.568 6.218
35 H 1.064 -4.639 5.289
36 H 2.934 -4.320 1.930
37 H 1.262 -3.849 1.648
38 H 1.623 -5.134 2.798
39 N -1.610 -4.785 1.303
40 C -1.695 -4.483 2.659
41 N -2.111 -5.345 3.569
42 N -2.073 -4.639 4.722
43 N -1.663 -3.440 4.502
44 N -1.387 -3.298 3.183
45 C -2.002 -3.826 0.377
46 N -2.399 -4.109 -0.857
47 N -2.656 -2.902 -1.393
48 N -2.416 -1.970 -0.531
49 N -1.994 -2.522 0.626
50 H -1.938 -5.713 1.088
51 O 0.189 -0.041 -1.279
52 C 0.542 -1.158 -0.828
53 O 0.557 -1.496 0.383
54 C 1.070 -2.159 -1.838
55 C 0.524 -1.861 -3.215
56 Ge 0.631 0.016 -3.766
57 C 2.268 1.052 -3.347
58 C 2.625 1.422 -2.045
59 C 3.756 2.191 -1.800
60 C 4.559 2.618 -2.849
61 C 4.217 2.273 -4.147
62 C 3.085 1.502 -4.388
63 C -0.953 1.133 -3.533
64 C -0.936 2.454 -3.972
65 C -2.066 3.258 -3.879
66 C -3.237 2.739 -3.346
67 C -3.266 1.422 -2.903
68 C -2.133 0.624 -2.989
69 C 0.737 -0.183 -5.756
70 C 1.752 -0.957 -6.324
71 C 1.846 -1.152 -7.695
72 C 0.907 -0.576 -8.542
73 C -0.118 0.185 -8.002
74 C -0.198 0.377 -6.627
75 H 0.824 -3.168 -1.501
76 H 2.163 -2.080 -1.822
77 H -0.537 -2.130 -3.256
78 H 1.027 -2.458 -3.980
79 H 2.010 1.108 -1.213
80 H 4.005 2.453 -0.778
81 H 5.441 3.217 -2.655
82 H 4.829 2.602 -4.979
83 H 2.838 1.254 -5.413
84 H -0.025 2.870 -4.393
85 H -2.029 4.289 -4.214
86 H -4.121 3.360 -3.261
87 H -4.173 1.015 -2.476
88 H -2.172 -0.392 -2.611
89 H 2.497 -1.419 -5.683
90 H 2.648 -1.755 -8.103
91 H 0.971 -0.727 -9.614
92 H -0.864 0.631 -8.651
93 H -1.011 0.972 -6.226
94 N -1.539 0.282 1.224
95 S -2.204 1.575 1.774
96 C -1.580 3.004 0.870
97 C -0.784 2.804 -0.244
98 C -0.223 3.909 -0.873
99 C -0.465 5.188 -0.395
100 C -1.254 5.373 0.734
101 C -1.802 4.276 1.381
102 C -3.922 1.624 1.198
103 C -4.366 0.586 0.398
104 C -5.699 0.564 0.004
105 C -6.571 1.562 0.415
106 C -6.116 2.587 1.236
107 C -4.790 2.615 1.638
108 H -1.595 0.159 0.213
109 H -0.554 1.803 -0.594
110 H 0.415 3.752 -1.732
111 H -0.019 6.043 -0.887
112 H -1.421 6.368 1.128
113 H -2.375 4.413 2.290
114 H -3.686 -0.203 0.090
115 H -6.049 -0.247 -0.623
116 H -7.610 1.535 0.109
117 H -6.797 3.359 1.572
118 H -4.439 3.403 2.292

Atomic forces in eV per Å
Ti -0.1 -0.7 -0.5
C 0.0 0.0 0.0
Si 0.0 0.0 -0.2
C 0.0 0.0 0.1
C 0.0 0.0 0.0
C 0.3 0.1 0.3
C -0.2 -0.1 -0.5
C 0.0 0.1 0.2
C 0.1 -0.1 -0.2
C -0.2 0.1 0.1
C 0.1 -0.1 -0.1
N 0.0 0.5 1.1
Si 0.0 0.0 -0.1
C 0.0 -0.1 0.0
C 0.0 0.0 0.0
C 0.0 0.0 0.0
H 0.0 0.0 0.1
H -0.1 0.0 0.0
H 0.1 0.0 0.0
H 0.0 0.0 0.0
H 0.0 0.0 0.0
H 0.0 0.0 0.0
H 0.0 0.0 0.0
H 0.0 0.0 0.0
H 0.0 0.0 0.0
H 0.0 0.0 0.0
H 0.0 0.0 0.0
H 0.0 0.0 0.0
H 0.0 0.0 0.0
H 0.0 0.0 0.0
H 0.0 0.0 0.0
H 0.0 0.0 0.0
H 0.0 0.0 0.0
H 0.0 0.0 0.0
H 0.0 0.0 0.0
H 0.0 0.0 0.0
H 0.0 0.0 0.0
H 0.0 0.0 0.0
N 0.0 0.0 0.0
C 0.0 0.0 0.0
N 0.0 0.0 0.0
N 0.0 0.0 0.0
N 0.1 0.0 0.0
N 0.0 0.0 0.1
C 0.0 0.0 0.1
N 0.0 0.0 0.0
N 0.0 0.0 -0.1
N 0.0 0.0 0.0
N -0.1 0.0 -0.1
H 0.0 0.0 0.0
O 0.0 -0.1 0.2
C 0.2 0.0 0.3
O 0.1 0.1 -0.4
C 0.0 0.0 0.1
C 0.0 -0.1 -0.4
Ge 0.0 0.0 0.2
C 0.0 0.1 0.0
C 0.0 0.0 0.0
C 0.0 0.0 0.0
C 0.0 0.0 0.0
C 0.0 0.0 0.0
C 0.0 0.0 0.0
C -0.1 0.0 -0.2
C 0.0 0.0 0.0
C 0.0 0.0 0.0
C 0.0 0.0 0.0
C 0.0 0.0 0.0
C 0.0 0.1 0.0
C 0.0 0.0 -0.1
C 0.0 0.0 0.0
C 0.0 0.0 0.0
C 0.0 0.0 0.0
C 0.0 0.0 0.0
C 0.0 0.0 0.0
H 0.0 0.0 0.0
H 0.0 0.0 0.0
H 0.0 0.0 0.0
H 0.0 0.0 0.0
H 0.0 0.0 0.0
H 0.0 0.0 0.0
H 0.0 0.0 0.0
H 0.0 0.0 0.0
H 0.0 0.0 0.0
H 0.0 0.0 0.0
H 0.0 0.0 0.0
H 0.0 0.0 0.0
H 0.0 0.0 0.0
H 0.0 0.0 0.0
H 0.0 0.0 0.0
H 0.0 0.0 0.0
H 0.0 0.0 0.0
H 0.0 0.0 0.0
H 0.0 0.0 0.0
N -0.1 0.1 0.0
S -0.1 0.0 0.0
C 0.0 0.0 0.1
C 0.0 0.1 0.0
C 0.0 0.0 0.0
C 0.0 0.0 0.0
C 0.0 0.0 0.0
C 0.0 0.0 0.0
C 0.1 0.0 0.0
C 0.0 0.0 0.0
C 0.0 0.0 0.0
C 0.0 0.0 0.0
C 0.0 0.0 0.0
C 0.0 0.0 0.0
H 0.0 0.0 -0.1
H 0.0 0.0 0.0
H 0.0 0.0 0.0
H 0.0 0.0 0.0
H 0.0 0.0 0.0
H 0.0 0.0 0.0
H 0.0 0.0 0.0
H 0.0 0.0 0.0
H 0.0 0.0 0.0
H 0.0 0.0 0.0
H 0.0 0.0 0.0

Properties
Charge ... -2
Gap between HOMO and LUMO (alpha / beta) ... 3.755 / 6.322 eV
Spin multiplicity ... 3

Computed, not measured: C22H17N5O in the gas phase in a non-equilibrium geometry, with ωB97M-V/def2-TZVPD.

Cartesian coordinates (Å):
1 C 4.612 0.093 0.806
2 O 3.644 -0.217 -0.207
3 C 2.653 -1.209 0.139
4 N 1.536 -0.497 0.786
5 C 1.377 -0.398 2.177
6 C 2.200 -0.677 3.262
7 C 1.711 -0.502 4.561
8 C 0.378 -0.115 4.788
9 C -0.445 0.125 3.686
10 C 0.068 -0.015 2.420
11 C -0.590 0.140 1.174
12 N -1.883 0.369 1.009
13 C -2.298 0.424 -0.288
14 C -3.753 0.525 -0.586
15 C -4.256 0.577 -1.926
16 C -5.612 0.724 -2.188
17 N -6.539 0.702 -1.209
18 C -6.124 0.613 0.046
19 C -4.767 0.591 0.409
20 N -1.488 0.347 -1.348
21 C -0.189 0.117 -1.133
22 C 0.721 0.024 -2.288
23 C 0.484 -0.751 -3.420
24 C 1.320 -0.718 -4.534
25 N 2.461 0.009 -4.513
26 C 2.741 0.769 -3.443
27 C 1.895 0.826 -2.329
28 C 0.328 -0.102 0.167
29 H 5.520 0.541 0.315
30 H 4.914 -0.806 1.370
31 H 4.207 0.814 1.495
32 H 3.098 -1.893 0.836
33 H 2.342 -1.771 -0.758
34 H 3.227 -0.984 3.122
35 H 2.381 -0.644 5.406
36 H -0.039 -0.009 5.761
37 H -1.476 0.454 3.847
38 H -3.551 0.603 -2.749
39 H -5.907 0.760 -3.239
40 H -6.837 0.531 0.847
41 H -4.520 0.550 1.463
42 H -0.411 -1.357 -3.473
43 H 1.121 -1.346 -5.402
44 H 3.634 1.373 -3.429
45 H 2.113 1.409 -1.429

Atomic forces in eV per Å
C 0.4 -0.3 -0.8
O 0.3 -1.1 -0.2
C 0.3 2.4 0.1
N 0.5 -0.8 -1.0
C -0.4 -0.4 -0.3
C 0.5 0.1 0.3
C -0.3 0.1 -0.3
C 0.2 -0.1 -1.4
C -0.1 0.2 1.4
C -0.5 0.3 0.7
C -1.0 0.1 0.1
N -1.0 0.3 -1.7
C 0.4 -0.2 1.1
C -2.2 0.5 -0.3
C 0.9 0.5 0.9
C 0.4 -0.6 1.0
N -0.2 0.0 -0.8
C 1.5 0.1 -0.3
C 0.8 -0.5 -0.6
N 0.6 -0.2 0.5
C 0.9 -0.9 0.3
C 1.5 1.0 -1.3
C -0.9 -0.2 -0.3
C 1.2 0.6 1.3
N -0.2 0.0 -0.3
C -1.4 -0.6 0.4
C -0.8 -0.7 0.5
C -0.3 0.0 -0.3
H -1.0 -0.5 0.3
H 0.0 0.2 -0.2
H -0.2 0.4 0.4
H 0.0 -0.5 0.6
H 0.0 0.7 0.3
H 0.1 0.0 0.0
H -0.1 -0.1 -0.2
H 0.0 0.1 0.7
H 0.3 -0.2 -0.2
H 0.0 -0.2 0.1
H -0.4 0.2 0.4
H -0.5 0.2 0.0
H 0.2 0.0 -0.1
H -0.1 0.0 0.1
H 0.1 0.3 0.1
H 0.3 -0.1 -0.3
H 0.2 0.0 -0.6

Properties
Charge ... 0
Gap between HOMO and LUMO ... 8.127 eV
SMILES string ... COCn1c2ccccc2c2nc(-c3ccncc3)nc(-c3ccncc3)c21

The evaluated total energy for the records listed, in turn: -121302.1929 -176312.0580 -32587.4572 eV.
The evaluated relative energy (zero: lowest compared OMol25 entry of this formula, charge and spin) for the records listed, in turn: 1.608 0.000 0.000 eV.